ORCA calculation (ωB97M-V/def2-TZVPD) on a 9-piece molecular cluster, C25H32Cl32N2OP overall in a non-equilibrium geometry.

Geometry as ORCA input:
```
! wB97M-V def2-TZVPD RIJCOSX def2/J DEFGRID3
* xyz 1 1
C -6.11 1.80 -5.20
C -4.85 0.74 -5.38
C -4.91 -0.36 -4.14
C -3.45 -1.11 -4.13
C -3.47 -2.66 -4.69
C -2.57 -3.68 -3.72
C -1.03 -3.18 -3.49
C -0.37 -3.59 -2.04
C -0.29 -2.38 -0.95
C 0.91 -1.28 -1.21
C 1.69 -1.18 -2.69
C 2.87 -0.03 -2.95
C 3.24 0.92 -1.66
C 2.40 0.74 -0.22
C 2.87 1.76 0.99
C 2.39 3.28 0.60
C 3.13 4.40 1.57
N 2.40 4.48 2.90
N 1.29 -0.32 -0.07
P 0.40 -0.42 1.51
O 1.30 -1.39 2.43
H -6.28 1.97 -4.05
H -5.90 2.83 -5.77
H -7.09 1.28 -5.62
H -4.92 0.12 -6.39
H -3.83 1.36 -5.39
H -5.72 -1.18 -4.34
H -5.02 0.20 -3.11
H -2.69 -0.51 -4.82
H -2.96 -1.12 -3.05
H -4.59 -3.07 -4.74
H -3.00 -2.66 -5.79
H -2.53 -4.72 -4.32
H -3.15 -3.94 -2.71
H -0.36 -3.69 -4.34
H -0.86 -2.02 -3.62
H 0.69 -4.13 -2.14
H -1.09 -4.42 -1.57
H -1.29 -1.75 -0.85
H -0.15 -2.90 0.12
H 1.44 -1.88 -3.60
H 3.43 0.11 -3.97
H 4.08 1.76 -1.73
H 4.07 1.77 0.95
H 2.57 1.40 2.06
H 1.23 3.43 0.53
H 2.81 3.49 -0.50
H 4.24 4.09 1.77
H 3.12 5.45 1.02
H 3.10 4.19 3.61
H 2.19 5.48 3.11
H -0.92 -0.99 1.39
H 0.32 0.89 2.16
C 5.21 3.51 6.63
Cl 4.33 2.48 7.79
Cl 6.70 2.68 6.12
Cl 4.18 3.83 5.21
Cl 5.63 5.06 7.42
C 1.15 -0.15 7.65
Cl 1.26 0.08 5.89
Cl -0.20 -1.25 8.02
Cl 2.67 -0.85 8.26
Cl 0.87 1.42 8.44
C -4.40 -2.44 -9.19
Cl -3.86 -0.80 -9.60
Cl -5.14 -3.20 -10.63
Cl -3.01 -3.42 -8.66
Cl -5.61 -2.36 -7.88
C 2.77 4.87 11.17
Cl 3.04 3.49 12.26
Cl 3.19 6.39 12.00
Cl 3.78 4.70 9.72
Cl 1.05 4.92 10.69
C -5.35 -6.84 -8.09
Cl -5.54 -8.59 -7.86
Cl -4.42 -6.15 -6.74
Cl -4.48 -6.53 -9.62
Cl -6.95 -6.07 -8.16
C -6.56 -4.91 -2.58
Cl -6.28 -6.29 -1.49
Cl -6.14 -3.39 -1.74
Cl -5.54 -5.09 -4.03
Cl -8.27 -4.87 -3.06
C 7.15 7.12 13.37
Cl 7.70 8.77 12.96
Cl 6.42 6.36 11.93
Cl 8.55 6.15 13.90
Cl 5.95 7.20 14.68
C 6.26 -0.64 0.69
Cl 6.44 -2.42 0.69
Cl 7.43 0.07 -0.45
Cl 4.61 -0.21 0.20
Cl 6.58 -0.02 2.33
*
```

Output
Energy above the lowest of the compared OMol25 structures with the same formula, charge and spin in kJ/mol: 1092.6
HOMO level in eV: -11.997